1.
The following is a quantum chemistry calculation of a cluster of 3 separate species, C4H12N2O2 in total at a distorted geometry, from OMol25.

Each line ends with the natural charge from an NBO analysis.
Cartesian coordinates (Å):
N (0.9808, 0.1855, 1.6456)  -0.54
C (1.4094, 2.3618, -1.9423)  -0.67
C (1.4897, 1.2790, -2.9833)  -0.42
C (-0.0497, -0.3890, 0.7355)  -0.40
C (-1.0552, -1.1206, 1.6250)  0.67
N (-1.1844, -0.4112, 2.7779)  -0.82
O (-1.6953, -2.1477, 1.2604)  -0.59
H (1.8369, -0.0882, 1.2168)  0.33
H (0.2837, -1.2315, 0.0752)  0.24
H (0.4722, 2.9302, -2.0258)  0.22
H (1.4475, 1.9404, -0.9050)  0.23
H (2.2220, 3.1217, -1.9642)  0.24
H (2.5396, 0.9243, -3.1662)  0.21
H (0.9524, 1.5110, -3.9042)  0.21
H (-0.4855, 0.4125, 0.1181)  0.29
H (-1.6446, -0.7180, 3.5863)  0.40
H (-0.4057, 0.3027, 2.8018)  0.43
H (-0.7677, -0.8614, -2.7131)  0.47
H (0.4640, 0.3465, -2.4935)  0.39
O (-0.3366, -0.3270, -2.0353)  -0.88

Relative energy (zero: lowest compared OMol25 entry of this formula, charge and spin) in kJ/mol: 836.5
E_HOMO in eV: -7.38
Energy in eV: -11410.5470
Molecular weight in Da: 120.2


2.
The following is a quantum chemistry calculation of the ion C4H12NO with charge +1 at a distorted geometry, from OMol25.

Each line ends with the natural charge from an NBO analysis.
Cartesian coordinates (Å):
N (0.2548, 1.7406, 0.7838)  -0.74
C (1.2550, 0.5725, 0.5213)  -0.20
C (0.6938, -0.7802, 0.9679)  -0.44
C (-0.7506, -1.2342, 0.3328)  -0.43
C (-0.6648, -1.0370, -1.1550)  -0.08
O (-0.7040, 0.3688, -1.3988)  -0.78
H (-0.1751, 1.8023, 1.7214)  0.43
H (-0.5182, 1.3663, 0.1630)  0.47
H (0.3362, 2.7325, 0.5199)  0.45
H (1.4112, 0.5282, -0.5506)  0.24
H (2.0570, 0.8757, 1.2003)  0.23
H (1.3994, -1.5796, 0.6973)  0.25
H (0.8684, -0.6627, 2.0474)  0.22
H (-1.3838, -0.5114, 0.8372)  0.20
H (-1.1331, -2.1314, 0.8334)  0.27
H (0.2806, -1.3597, -1.5688)  0.19
H (-1.5343, -1.5690, -1.5664)  0.21
H (-0.9093, 0.6033, -2.3079)  0.51

Total charge: +1
Relative energy (zero: lowest compared OMol25 entry of this formula, charge and spin) in kJ/mol: 155.1
E_HOMO in eV: -15.00
Energy in eV: -7872.6834
Molecular weight in Da: 90.1


3.
The following is a quantum chemistry calculation of a cluster of 2 separate species, C5H14 in total at a distorted geometry, from OMol25.

Each line ends with the natural charge from an NBO analysis.
Cartesian coordinates (Å):
C (-1.0886, 1.3667, 0.0735)  -0.62
C (-0.3256, 1.3532, 1.3798)  -0.40
C (-0.7205, 0.1837, 2.2836)  -0.60
H (-1.1612, 0.4176, -0.4740)  0.20
H (-0.6393, 2.0135, -0.6890)  0.21
H (-2.1527, 1.6263, 0.1793)  0.20
H (0.7372, 1.2217, 1.1561)  0.19
H (-0.3842, 2.3283, 1.8673)  0.20
H (-1.7650, 0.2077, 2.5915)  0.20
H (-0.5127, -0.7406, 1.7526)  0.20
H (-0.0555, 0.1888, 3.1575)  0.21
C (1.1631, -0.8589, -2.2557)  -0.62
C (0.7743, -1.7531, -1.0713)  -0.62
H (1.5546, 0.0805, -1.8228)  0.20
H (2.0397, -1.1346, -2.8381)  0.21
H (0.3458, -0.5610, -2.8988)  0.21
H (1.5858, -2.4207, -0.7662)  0.21
H (-0.0104, -2.4449, -1.3818)  0.21
H (0.6153, -1.0744, -0.2434)  0.21

Relative energy (zero: lowest compared OMol25 entry of this formula, charge and spin) in kJ/mol: 39.6
E_HOMO in eV: -11.37
Energy in eV: -5411.6389
Molecular weight in Da: 74.2


4.
The following is a quantum chemistry calculation of a cluster of 2 separate species, C4H10N3 in total at a distorted geometry, from OMol25.

Each line ends with the natural charge from an NBO analysis.
Cartesian coordinates (Å):
C (-1.3587, 1.7250, -1.9820)  0.46
C (0.0115, -0.2397, 1.5034)  0.39
C (-0.6388, 2.1485, -2.9943)  -0.58
C (1.6359, -2.0792, 1.3664)  -0.42
N (-1.9492, 1.2902, -0.9882)  -0.71
N (-0.3634, -0.3651, 0.2875)  -0.75
N (0.9496, -1.0566, 2.0981)  -0.52
H (-0.4615, 0.5040, 2.1354)  0.22
H (-0.3301, 1.3638, -3.7127)  0.27
H (-0.0725, 3.1303, -2.9810)  0.29
H (0.8379, -2.3778, 0.6894)  0.21
H (1.7900, -2.8936, 2.0008)  0.23
H (2.5420, -1.6816, 1.0164)  0.22
H (-2.8902, 1.6147, -0.9062)  0.42
H (-1.1241, 0.4239, -0.1067)  0.44
H (0.1970, -0.6948, -0.4617)  0.41
H (1.2247, -0.8120, 3.0355)  0.42

Total charge: +1
Relative energy (zero: lowest compared OMol25 entry of this formula, charge and spin) in kJ/mol: 207.9
E_HOMO in eV: -13.55
Energy in eV: -8772.4448
Molecular weight in Da: 100.1


5.
The following is a quantum chemistry calculation of a cluster of 3 separate species, C42H38FN3O8 in total, from OMol25.

Each line ends with the Löwdin charge.
Cartesian coordinates (Å):
N (0.6898, -0.4145, -7.4094)  0.22
C (1.0489, -0.3687, -6.3191)  -0.22
C (1.5331, -0.3194, -4.9220)  -0.31
C (0.2599, -0.0005, -4.0905)  -0.07
C (0.4284, 0.6854, -2.7610)  -0.23
O (1.4291, 0.6771, -2.0833)  0.05
C (2.5734, 0.8347, -4.8507)  -0.10
C (3.1755, 1.2948, -6.1706)  -0.18
F (4.2290, 2.1719, -5.8490)  -0.06
C (2.1448, -1.7525, -4.6024)  -0.30
C (1.2013, -2.7536, -5.1438)  -0.20
N (0.4638, -3.5244, -5.5686)  0.21
C (2.2859, -2.0976, -3.0856)  -0.09
C (3.6831, -2.0200, -2.4588)  -0.23
N (4.3434, -0.7041, -2.5915)  0.02
C (3.4581, -1.9634, -5.3630)  -0.16
O (3.8410, -3.3176, -5.2248)  -0.08
C (5.0786, -3.5881, -5.8247)  -0.22
O (6.1446, -3.0856, -5.0671)  -0.09
C (6.8151, -1.9395, -5.5628)  -0.19
C (8.3163, -2.1883, -5.7345)  -0.22
O (8.7624, -2.0195, -7.0755)  -0.07
H (-0.3175, -0.9189, -3.9446)  0.14
H (-0.3791, 0.6439, -4.6960)  0.13
H (-0.4643, 1.2246, -2.3992)  0.13
H (3.3930, 0.5492, -4.1988)  0.09
H (2.1227, 1.7124, -4.3920)  0.12
H (3.6139, 0.4862, -6.7514)  0.11
H (2.4742, 1.8658, -6.7753)  0.12
H (1.6122, -1.5073, -2.4810)  0.09
H (1.9767, -3.1350, -2.9590)  0.13
H (3.5346, -2.2675, -1.4034)  0.11
H (4.3236, -2.8021, -2.8547)  0.11
H (4.2139, -0.1728, -1.7394)  0.07
H (5.3437, -0.8660, -2.6493)  0.07
H (4.2272, -1.2899, -4.9914)  0.11
H (3.2904, -1.7464, -6.4254)  0.14
H (5.0954, -3.1790, -6.8408)  0.14
H (5.1581, -4.6719, -5.8757)  0.14
H (6.6643, -1.1111, -4.8637)  0.11
H (6.4177, -1.6195, -6.5287)  0.12
H (8.8892, -1.5291, -5.0775)  0.11
H (8.5385, -3.2148, -5.4578)  0.12
H (8.5693, -1.1178, -7.3535)  0.08
O (-1.6570, 0.9275, 0.2380)  0.10
C (-1.9240, 0.0804, 1.0650)  -0.27
C (-3.3278, -0.1983, 1.4709)  -0.09
C (-4.3587, 0.5241, 0.8845)  0.00
C (-5.6708, 0.2734, 1.2475)  -0.05
C (-5.9602, -0.7037, 2.1923)  -0.05
C (-4.9374, -1.4245, 2.7835)  0.00
C (-3.6182, -1.1730, 2.4298)  -0.11
C (-2.5302, -1.9326, 3.1068)  -0.30
O (-2.7750, -2.7329, 3.9847)  0.11
C (-1.1246, -1.6658, 2.6852)  -0.10
C (-0.0926, -2.3810, 3.2802)  -0.01
C (1.2162, -2.1609, 2.8858)  -0.05
C (1.4999, -1.2263, 1.8950)  -0.05
C (0.4769, -0.5038, 1.3049)  0.00
C (-0.8381, -0.7182, 1.7013)  -0.08
H (-4.1242, 1.2850, 0.1533)  0.12
H (-6.4717, 0.8454, 0.7989)  0.11
H (-6.9858, -0.8933, 2.4777)  0.11
H (-5.1522, -2.1764, 3.5299)  0.12
H (-0.3243, -3.1084, 4.0459)  0.12
H (2.0187, -2.7203, 3.3482)  0.11
H (2.5236, -1.0605, 1.5854)  0.11
H (0.6898, 0.2280, 0.5366)  0.11
O (-5.6404, 1.6579, 4.6131)  0.11
C (-5.1070, 2.2936, 5.4991)  -0.27
C (-5.8448, 3.3516, 6.2440)  -0.08
C (-7.1772, 3.5926, 5.9343)  0.00
C (-7.8856, 4.5542, 6.6338)  -0.06
C (-7.2664, 5.2793, 7.6464)  -0.06
C (-5.9358, 5.0508, 7.9519)  0.00
C (-5.2188, 4.0897, 7.2509)  -0.08
C (-3.7817, 3.8717, 7.5854)  -0.28
O (-3.2273, 4.5470, 8.4262)  0.11
C (-3.0510, 2.7972, 6.8560)  -0.08
C (-1.7208, 2.5488, 7.1703)  0.00
C (-1.0342, 1.5388, 6.5184)  -0.05
C (-1.6728, 0.7707, 5.5500)  -0.04
C (-2.9953, 1.0211, 5.2269)  0.02
C (-3.6879, 2.0357, 5.8747)  -0.07
H (-7.6500, 3.0212, 5.1478)  0.12
H (-8.9240, 4.7395, 6.3929)  0.11
H (-7.8245, 6.0249, 8.1968)  0.11
H (-5.4441, 5.6131, 8.7333)  0.12
H (-1.2341, 3.1480, 7.9271)  0.12
H (0.0008, 1.3449, 6.7666)  0.11
H (-1.1359, -0.0248, 5.0487)  0.10
H (-3.5023, 0.4329, 4.4755)  0.10

E_HOMO in eV: -9.88
Energy in eV: -67737.1661
Molecular weight in Da: 731.8


> The highest energy belongs to which entry?

C5H14